A.
ORCA calculation (ωB97M-V/def2-TZVPD) on a cluster of 2 separate species, C4H12N2O in total.

Calculated values
E_LUMO = 0.86 eV
structure (SMILES) = [H]/N=C/NCCC.O
highest occupied orbital energy = -9.20 eV

Atoms and positions in Å:
C 1.20595 -1.62584 1.92599
C 0.57400 -1.83065 0.54664
C 1.17584 -0.83799 -0.47791
N 0.14867 -0.04490 -1.15757
C -0.58259 0.84693 -0.39393
N -0.46818 2.11108 -0.47698
H 0.77712 -2.36197 2.61042
H 2.26993 -1.84489 1.88917
H 1.06901 -0.62282 2.33064
H -0.50249 -1.74925 0.51150
H 0.88909 -2.83192 0.26716
H 1.83751 -0.16134 0.08158
H 1.81191 -1.26586 -1.25082
H 0.47265 0.38086 -2.01735
H -1.37030 0.37527 0.20884
H -0.68885 2.54384 0.41702
H -3.07478 3.58806 -1.24506
H -2.50185 2.29344 -1.73360
O -3.04263 3.03793 -2.03573


B.
ORCA calculation (ωB97M-V/def2-TZVPD) on an isolated molecule of C4H12N2O.

Calculated values
E_LUMO = 0.89 eV
structure (SMILES) = CN[C@@H](CN)CO
highest occupied orbital energy = -8.72 eV

Atoms and positions in Å:
C -0.70206 1.56348 1.83965
N -1.11542 0.80467 0.68120
C -0.12956 -0.20893 0.31710
C 1.24074 0.27114 0.03638
O 2.15395 -0.84947 -0.09488
C -0.79007 -1.08436 -0.79232
N -0.78044 -0.47103 -2.05271
H 0.29408 1.28777 2.29902
H -1.58041 1.42150 2.53752
H -0.68999 2.69111 1.72745
H -1.89698 0.33845 1.10611
H -0.01808 -0.93314 1.22021
H 1.48836 0.85565 0.95647
H 1.36444 0.88418 -0.85766
H 2.98273 -0.58614 -0.55678
H -1.87538 -1.39614 -0.56207
H -0.21727 -2.06515 -0.70078
H -1.56783 -0.83029 -2.57101
H 0.04146 -0.45543 -2.64381


C.
ORCA calculation (ωB97M-V/def2-TZVPD) on a cluster of 2 separate species, C4H12N2O in total.

Calculated values
E_LUMO = 1.05 eV
structure (SMILES) = [H]/N=C/NCCC.O
highest occupied orbital energy = -9.05 eV

Atoms and positions in Å:
C 0.79717 2.35039 -0.76748
C 0.63591 0.93668 -1.28770
C -0.80244 0.39950 -1.08119
N -0.93587 -0.38499 0.14034
C -0.83411 -1.74225 0.01418
N -0.38358 -2.47188 0.96778
H 0.39414 2.60313 0.21033
H 0.29967 3.05954 -1.44323
H 1.84321 2.66007 -0.87994
H 0.78384 1.01413 -2.37276
H 1.34476 0.20258 -0.91331
H -1.16057 -0.11375 -1.97023
H -1.46330 1.26526 -0.93185
H -0.68671 -0.10784 1.07222
H -1.43771 -2.13030 -0.81206
H -0.68165 -3.42729 0.81420
H 0.99040 -1.32421 3.84378
H 0.45125 -1.76807 2.44764
O 0.84561 -1.02070 2.94926


Energies relative to the most stable structure, in hartree: A 0.0303; B 0.0520; C 0.0000.